This record from the Open Molecules 2025 dataset describes 5 unconnected molecules or ions with the total composition C64H54O9P. The level of theory is ωB97M-V/def2-TZVPD.

XYZ file:
```
128
Properties=species:S:1:pos:R:3:forces:R:3:lowdin_charge:R:1
C -3.93152 -7.14004 4.45678 0.00 0.04 -0.07 -0.32
P -2.15352 -7.25520 3.75460 -0.03 -0.02 -0.06 0.33
O -1.47231 -6.92905 5.38047 0.05 -0.02 0.11 -0.44
C -1.35518 -5.61307 5.80946 -0.06 0.02 -0.02 -0.32
C -0.12464 -4.87629 5.21623 0.19 -0.02 0.04 -0.35
C 0.87062 -4.47960 6.31179 0.03 -0.05 -0.01 -0.08
C -0.49059 -3.65984 4.35596 -0.06 0.05 0.08 -0.18
C 0.44522 -3.32681 3.18125 0.08 0.00 0.13 -0.43
C -0.25388 -2.33943 2.24759 0.05 0.03 -0.01 -0.09
C 0.88664 -4.56685 2.40238 -0.10 0.02 -0.07 -0.08
H -4.59203 -7.62080 3.73057 -0.08 0.05 0.07 -0.02
H -3.99172 -7.65735 5.41912 -0.01 0.01 -0.03 0.01
H -4.26259 -6.10202 4.58232 0.04 -0.03 0.03 0.01
H -2.15978 -5.81321 3.43664 0.00 -0.04 0.02 -0.04
H -0.78688 -7.35258 3.22503 -0.01 0.01 0.01 -0.06
H -2.11195 -8.67309 4.12944 -0.01 0.00 0.00 -0.04
H -2.66807 -7.56693 2.41994 0.01 0.00 0.01 -0.08
H -2.26423 -5.02671 5.58041 0.04 -0.04 0.01 0.10
H -1.26344 -5.63685 6.90689 -0.02 0.04 -0.03 0.10
H 0.35490 -5.63585 4.59473 -0.10 0.08 -0.05 0.11
H 1.37463 -5.35860 6.72268 -0.06 0.03 0.03 0.08
H 0.34939 -3.98358 7.14021 0.03 0.04 -0.05 0.07
H 1.64234 -3.79638 5.93917 -0.01 -0.05 -0.01 0.06
H -0.53714 -2.77275 5.00865 -0.12 -0.02 -0.04 0.10
H -1.49897 -3.80010 3.95609 0.07 -0.07 -0.04 0.09
H 1.34152 -2.83050 3.58338 0.02 -0.06 -0.06 0.12
H -0.50351 -1.40312 2.75444 -0.04 -0.06 -0.04 0.05
H -1.18200 -2.77657 1.86805 0.03 -0.01 0.00 0.08
H 0.37840 -2.09007 1.39037 -0.02 0.03 0.04 0.07
H 0.02544 -5.20475 2.17800 0.04 0.02 0.00 0.07
H 1.35779 -4.27299 1.45931 -0.01 -0.02 0.03 0.07
H 1.60241 -5.17559 2.95646 -0.03 0.03 0.00 0.07
C -10.90339 -8.97033 -2.28639 0.00 0.00 0.02 -0.07
C -9.75579 -9.12945 -3.05676 0.02 0.00 0.00 -0.07
C -8.53562 -9.35982 -2.44568 -0.02 0.00 -0.02 -0.01
C -8.45429 -9.42818 -1.05943 0.02 -0.01 0.00 -0.08
C -9.60294 -9.26602 -0.28774 0.00 0.01 0.02 -0.08
C -10.82762 -9.03941 -0.90633 -0.01 0.01 -0.03 -0.01
C -9.54646 -9.32945 1.20512 0.02 0.00 -0.03 -0.28
O -10.55884 -9.21679 1.86594 -0.01 0.00 0.01 0.09
C -8.21504 -9.53009 1.83309 -0.02 -0.01 0.00 -0.09
C -8.12444 -9.54828 3.22030 0.02 -0.01 0.02 0.00
C -6.89617 -9.73231 3.83128 -0.02 0.00 0.01 -0.05
C -5.74930 -9.89994 3.06451 0.05 -0.02 -0.03 -0.06
C -5.83056 -9.87958 1.68166 -0.01 -0.02 0.02 0.01
C -7.06112 -9.69854 1.06050 0.01 0.00 -0.02 -0.08
C -7.12299 -9.68740 -0.42575 -0.04 0.01 0.01 -0.28
O -6.14402 -9.88494 -1.11239 0.01 -0.01 0.00 0.11
H -11.85707 -8.79090 -2.76632 0.00 0.00 0.00 0.10
H -9.81613 -9.07211 -4.13614 0.00 0.00 0.00 0.10
H -7.62948 -9.48885 -3.02204 0.00 0.00 0.01 0.12
H -11.70479 -8.91794 -0.28526 0.01 0.00 0.01 0.12
H -9.02654 -9.40930 3.80050 0.00 0.00 -0.01 0.12
H -6.82170 -9.72742 4.91073 0.01 0.01 0.00 0.11
H -4.78817 -10.01807 3.54722 0.02 0.03 -0.02 0.11
H -4.94477 -9.98736 1.07104 0.00 0.00 0.00 0.12
C 1.37440 -0.72318 6.43050 0.00 -0.02 0.00 -0.05
C 2.45126 -0.30578 7.20478 0.02 0.00 0.00 -0.05
C 3.33214 0.64599 6.72031 -0.02 -0.02 0.01 -0.01
C 3.13811 1.19064 5.45603 0.01 0.02 0.02 -0.09
C 2.05012 0.77889 4.68249 0.01 -0.01 -0.03 -0.07
C 1.17349 -0.18288 5.17150 -0.01 0.00 0.03 0.01
C 1.80688 1.35374 3.32929 0.03 0.02 0.01 -0.27
O 0.83354 1.04954 2.67559 -0.01 0.01 0.01 0.11
C 2.80956 2.32929 2.80433 -0.02 -0.02 0.00 -0.08
C 2.64078 2.83781 1.52150 0.02 0.02 -0.03 0.00
C 3.55584 3.74218 1.01132 -0.02 -0.01 0.00 -0.06
C 4.64267 4.14876 1.77894 0.03 0.06 0.01 -0.06
C 4.81054 3.64974 3.05916 0.00 -0.01 -0.03 0.00
C 3.89737 2.73667 3.57585 0.01 -0.01 0.02 -0.08
C 4.10529 2.20724 4.95598 -0.03 -0.01 -0.03 -0.28
O 5.03306 2.58962 5.63866 0.01 0.00 0.01 0.10
H 0.70072 -1.48198 6.80640 -0.01 0.00 -0.03 0.10
H 2.60623 -0.73482 8.18638 0.00 0.00 0.00 0.11
H 4.17984 0.97878 7.30373 0.00 0.01 -0.01 0.12
H 0.34648 -0.50258 4.55172 0.01 0.01 0.01 0.10
H 1.78768 2.50827 0.94384 0.00 0.00 0.01 0.12
H 3.42567 4.13676 0.01153 0.00 0.01 0.00 0.10
H 5.34857 4.86348 1.37476 -0.02 0.00 0.00 0.09
H 5.64624 3.95105 3.67615 -0.01 0.00 0.01 0.12
C 5.65246 10.57088 2.65233 0.00 -0.02 0.00 -0.06
C 5.14717 11.77487 2.17340 -0.01 0.01 -0.02 -0.06
C 4.60758 11.84586 0.90055 0.00 0.00 0.03 0.00
C 4.57207 10.71183 0.09745 -0.02 0.01 -0.01 -0.08
C 5.08289 9.50514 0.57655 0.02 -0.02 -0.01 -0.08
C 5.62137 9.43879 1.85645 0.00 0.01 0.02 0.00
C 5.06749 8.27260 -0.26325 -0.03 0.04 -0.03 -0.27
O 5.51281 7.22401 0.15203 0.03 -0.05 0.04 0.10
C 4.48554 8.37689 -1.63118 0.00 -0.01 0.02 -0.08
C 4.45984 7.24401 -2.43679 0.00 0.00 -0.03 0.00
C 3.91742 7.31224 -3.70836 -0.01 -0.06 0.00 -0.05
C 3.39587 8.51085 -4.18115 -0.02 0.04 -0.04 -0.05
C 3.42103 9.64337 -3.38538 -0.01 -0.03 0.00 0.00
C 3.96464 9.58134 -2.10702 0.00 0.02 0.00 -0.08
C 3.97470 10.81295 -1.26680 0.01 -0.04 0.01 -0.28
O 3.51381 11.85802 -1.67340 0.01 0.01 -0.01 0.10
H 6.06954 10.51714 3.64946 0.00 0.00 0.00 0.11
H 5.17334 12.65854 2.79771 0.00 0.00 0.00 0.11
H 4.20440 12.77013 0.50962 0.00 -0.01 -0.01 0.12
H 6.00738 8.49184 2.20853 0.00 0.00 -0.01 0.12
H 4.86835 6.32137 -2.04719 0.00 0.01 0.00 0.12
H 3.88828 6.43346 -4.33947 0.00 0.01 -0.01 0.10
H 2.96677 8.54863 -5.17404 0.00 -0.01 0.00 0.10
H 3.01856 10.58551 -3.73198 0.01 0.00 0.01 0.12
C 2.80865 2.00930 -6.99816 0.00 0.02 0.01 -0.05
C 2.60839 1.34251 -8.20193 -0.01 0.00 -0.02 -0.05
C 2.27542 2.05193 -9.34326 0.01 -0.02 0.02 0.00
C 2.13747 3.43380 -9.28638 0.01 0.00 -0.02 -0.08
C 2.33847 4.10370 -8.07833 -0.02 0.02 0.02 -0.08
C 2.67539 3.38580 -6.93650 0.00 -0.02 0.01 0.00
C 2.18909 5.58323 -7.98155 -0.01 -0.03 -0.03 -0.27
O 2.39076 6.17048 -6.93927 0.03 0.05 0.06 0.09
C 1.77915 6.31797 -9.21327 0.02 0.00 0.02 -0.08
C 1.59192 7.69382 -9.14475 -0.01 0.02 -0.02 0.00
C 1.21729 8.39820 -10.27578 0.00 0.00 0.02 -0.06
C 1.03069 7.73246 -11.48253 0.00 -0.02 -0.01 -0.06
C 1.21667 6.36278 -11.55703 -0.01 0.02 -0.01 0.00
C 1.58949 5.65012 -10.42334 0.00 -0.02 -0.01 -0.08
C 1.77640 4.17297 -10.53006 0.00 0.02 0.03 -0.28
O 1.63592 3.59843 -11.58769 0.00 0.00 -0.01 0.11
H 3.06576 1.45173 -6.10721 0.00 0.00 0.00 0.11
H 2.70976 0.26612 -8.24636 0.00 0.00 0.00 0.11
H 2.11544 1.55344 -10.28955 0.00 0.01 0.00 0.12
H 2.82219 3.92277 -6.00941 0.00 0.00 -0.01 0.12
H 1.74358 8.19161 -8.19679 0.00 -0.01 0.00 0.12
H 1.06906 9.46874 -10.21975 0.00 0.00 0.00 0.11
H 0.73860 8.28557 -12.36567 0.00 0.00 0.00 0.11
H 1.07660 5.82408 -12.48429 0.00 -0.01 0.01 0.12
```
Positions in Å, forces in eV/Å.

The value obtained for the energy relative to the best compared isomer or geometry (same formula, charge and spin) is 0.000 eV. The HOMO energy comes out at -3.59 eV. As for the charge: -1. The value obtained for the gap between HOMO and LUMO is 3.239 eV. The calculation puts the total energy at -94961.745 eV. The value obtained for the LUMO energy is -0.35 eV.